{"formula": "C26H34FN5O5RuS3", "method": "wB97M-V/def2-TZVPD", "symbols": ["Ru", "S", "C", "S", "S", "C", "C", "N", "C", "C", "C", "O", "O", "C", "O", "C", "C", "C", "F", "C", "C", "C", "N", "C", "C", "N", "C", "C", "H", "H", "H", "H", "H", "H", "H", "H", "H", "H", "H", "H", "H", "H", "H", "H", "H", "H", "N", "C", "N", "C", "C", "O", "C", "C", "H", "H", "H", "H", "H", "H", "H", "H", "C", "C", "C", "O", "C", "H", "H", "H", "H", "H", "H", "H", "H"], "xyz": [[-2.531, 0.533, -0.743], [-3.861, 0.788, 3.572], [-3.267, 0.700, 2.049], [-2.930, 2.045, 0.986], [-2.857, -0.741, 1.171], [3.780, -3.865, -0.539], [3.755, -2.596, -1.377], [2.630, -1.721, -1.036], [1.475, -1.850, -1.728], [0.352, -1.112, -1.524], [-0.881, -1.452, -2.351], [-0.725, -2.015, -3.421], [-1.985, -1.197, -1.755], [0.394, -0.057, -0.569], [-0.490, 0.813, -0.403], [1.605, 0.032, 0.237], [1.658, 0.960, 1.279], [2.775, 1.053, 2.055], [2.807, 1.983, 3.033], [3.886, 0.217, 1.858], [3.828, -0.707, 0.829], [2.704, -0.804, -0.003], [5.037, 0.239, 2.690], [6.342, 0.361, 2.055], [7.317, -0.564, 2.802], [6.770, -0.755, 4.190], [6.294, 0.557, 4.738], [5.019, 0.946, 3.968], [4.642, -4.476, -0.808], [2.880, -4.454, -0.711], [3.832, -3.639, 0.527], [3.656, -2.837, -2.434], [4.678, -2.025, -1.276], [1.463, -2.601, -2.510], [0.805, 1.604, 1.458], [4.651, -1.397, 0.707], [6.697, 1.398, 2.088], [6.293, 0.073, 1.010], [8.312, -0.131, 2.892], [7.393, -1.550, 2.349], [7.449, -1.206, 4.801], [5.950, -1.361, 4.106], [7.106, 1.267, 4.593], [6.110, 0.450, 5.804], [4.997, 2.033, 3.864], [4.137, 0.643, 4.529], [-4.518, 0.398, -1.082], [-5.565, -0.080, -0.972], [-6.758, -0.582, -0.872], [-7.405, -1.297, -1.977], [-8.864, -0.873, -2.017], [-9.484, -1.084, -0.764], [-8.879, -0.307, 0.256], [-7.422, -0.692, 0.436], [-7.332, -2.372, -1.794], [-6.894, -1.057, -2.907], [-9.408, -1.471, -2.746], [-8.936, 0.185, -2.300], [-9.434, -0.500, 1.172], [-8.956, 0.760, 0.010], [-7.343, -1.725, 0.784], [-6.919, -0.040, 1.148], [-0.943, 3.885, -2.981], [-0.242, 2.608, -3.452], [-1.409, 1.653, -3.595], [-2.291, 1.974, -2.504], [-2.098, 3.361, -2.129], [-1.316, 4.448, -3.837], [-0.290, 4.539, -2.405], [0.457, 2.245, -2.695], [0.291, 2.743, -4.392], [-1.153, 0.599, -3.529], [-1.941, 1.820, -4.537], [-1.869, 3.390, -1.064], [-3.032, 3.894, -2.304]], "s2": 0.76, "multiplicity": 2, "relative_energy_kj_mol": 63.8, "total_charge": 1, "homo_ev": [-8.73, -8.67], "homo_lumo_gap_ev": [5.4, 5.3], "e_tot_ev": -83001.0123}


{"formula": "FSn", "method": "wB97M-V/def2-TZVPD", "symbols": ["Sn", "F"], "xyz": [[9.583, 5.776, -5.846], [10.169, 3.147, -6.517]], "multiplicity": 1, "relative_energy_kj_mol": 20.0, "total_charge": 1, "homo_ev": -15.96, "homo_lumo_gap_ev": 7.3, "e_tot_ev": -8537.4872}


{"formula": "C5H8O", "method": "wB97M-V/def2-TZVPD", "symbols": ["C", "C", "C", "C", "C", "O", "H", "H", "H", "H", "H", "H", "H", "H"], "xyz": [[0.403, -2.544, -1.231], [0.152, -1.166, -0.800], [-0.040, -0.007, -0.520], [-0.210, 1.424, -0.232], [-0.473, 1.717, 1.252], [0.503, 1.158, 2.098], [0.684, -3.191, -0.395], [-0.484, -2.974, -1.708], [1.221, -2.567, -1.960], [0.700, 1.949, -0.547], [-1.038, 1.823, -0.831], [-0.436, 2.799, 1.416], [-1.485, 1.374, 1.520], [0.502, 0.204, 1.937]], "multiplicity": 1, "relative_energy_kj_mol": 181.5, "total_charge": 0, "homo_ev": -9.61, "homo_lumo_gap_ev": 10.5, "e_tot_ev": -7360.3739}


{"formula": "C36H78N2O12S6", "method": "wB97M-V/def2-TZVPD", "symbols": ["C", "C", "N", "C", "C", "C", "C", "H", "H", "H", "H", "H", "H", "H", "H", "H", "H", "H", "H", "H", "H", "H", "C", "C", "N", "C", "C", "C", "C", "H", "H", "H", "H", "H", "H", "H", "H", "H", "H", "H", "H", "H", "H", "H", "C", "C", "C", "S", "O", "O", "C", "H", "H", "H", "H", "H", "H", "H", "H", "C", "C", "C", "S", "O", "O", "C", "H", "H", "H", "H", "H", "H", "H", "H", "C", "C", "C", "S", "O", "O", "C", "H", "H", "H", "H", "H", "H", "H", "H", "C", "C", "C", "S", "O", "O", "C", "H", "H", "H", "H", "H", "H", "H", "H", "C", "C", "C", "S", "O", "O", "C", "H", "H", "H", "H", "H", "H", "H", "H", "C", "C", "C", "S", "O", "O", "C", "H", "H", "H", "H", "H", "H", "H", "H"], "xyz": [[3.566, 4.127, 0.830], [2.821, 3.117, 1.598], [3.290, 2.815, 3.000], [4.678, 2.491, 3.214], [4.976, 1.249, 2.239], [2.624, 3.524, 4.236], [3.147, 4.965, 4.375], [3.713, 5.016, 1.443], [2.914, 4.472, 0.028], [4.498, 3.680, 0.484], [1.832, 3.576, 1.627], [2.725, 2.177, 1.055], [5.316, 3.362, 3.061], [4.891, 2.262, 4.258], [5.925, 0.788, 2.512], [4.127, 0.571, 2.333], [5.067, 1.603, 1.212], [2.814, 2.941, 5.138], [1.541, 3.533, 4.111], [2.963, 5.396, 5.359], [2.670, 5.664, 3.687], [4.230, 5.088, 4.352], [-3.472, -4.678, 1.030], [-3.162, -5.723, 2.033], [-1.718, -6.150, 1.903], [-0.863, -5.095, 2.268], [0.595, -5.590, 2.499], [-1.415, -7.164, 0.849], [-2.168, -8.370, 1.039], [-2.910, -3.770, 1.247], [-4.523, -4.455, 0.844], [-3.235, -4.929, -0.003], [-3.284, -5.372, 3.058], [-3.662, -6.664, 1.803], [-0.884, -4.315, 1.507], [-1.093, -4.503, 3.153], [1.261, -4.743, 2.661], [0.747, -6.093, 3.454], [0.943, -6.270, 1.721], [-0.364, -7.444, 0.930], [-1.745, -6.782, -0.117], [-1.779, -8.691, 2.005], [-1.836, -9.082, 0.283], [-3.257, -8.383, 0.981], [-3.932, 5.304, -2.110], [-2.716, 4.659, -1.365], [-2.097, 3.475, -2.156], [-2.331, 4.016, -3.899], [-2.858, 2.896, -4.673], [-1.213, 4.755, -4.436], [-3.648, 5.203, -3.636], [-3.879, 6.380, -1.945], [-4.909, 4.968, -1.762], [-3.086, 4.418, -0.368], [-1.938, 5.383, -1.121], [-2.772, 2.642, -1.960], [-1.094, 3.072, -2.010], [-4.412, 4.635, -4.167], [-3.484, 6.086, -4.254], [-4.486, -2.897, -2.448], [-4.890, -2.035, -3.636], [-6.219, -1.358, -3.315], [-6.479, -1.554, -1.392], [-7.452, -2.598, -1.051], [-6.696, -0.201, -0.882], [-4.784, -2.128, -1.161], [-3.474, -3.286, -2.559], [-5.139, -3.745, -2.654], [-4.997, -2.398, -4.659], [-4.243, -1.177, -3.819], [-7.010, -1.399, -4.064], [-6.260, -0.271, -3.248], [-4.765, -2.534, -0.150], [-4.053, -1.336, -1.327], [5.450, -2.821, -4.527], [4.609, -1.706, -3.776], [3.140, -1.896, -4.067], [2.856, -3.708, -4.360], [2.124, -3.987, -5.599], [2.450, -4.235, -3.076], [4.617, -4.141, -4.623], [6.421, -3.117, -4.130], [5.714, -2.485, -5.530], [4.998, -0.841, -4.312], [5.016, -1.863, -2.777], [3.068, -1.537, -5.094], [2.549, -1.485, -3.249], [4.707, -4.244, -5.704], [4.828, -5.065, -4.085], [1.077, -0.503, 2.206], [0.895, -1.759, 1.353], [1.038, -1.360, -0.168], [-0.160, 0.072, -0.109], [-1.556, -0.380, -0.153], [0.323, 1.088, -1.041], [0.352, 0.649, 1.651], [2.132, -0.288, 2.376], [0.648, -0.686, 3.191], [-0.110, -2.173, 1.437], [1.673, -2.499, 1.541], [0.726, -1.953, -1.029], [2.027, -0.941, -0.355], [-0.562, 0.961, 2.156], [1.048, 1.459, 1.431], [-2.366, 2.234, 7.581], [-1.326, 2.748, 6.644], [-0.605, 1.511, 6.052], [-1.788, 0.218, 5.571], [-1.275, -1.152, 5.734], [-2.325, 0.612, 4.266], [-2.912, 0.821, 6.948], [-3.228, 2.869, 7.784], [-1.850, 1.983, 8.508], [-0.721, 3.437, 7.233], [-1.685, 3.273, 5.758], [0.130, 1.057, 6.717], [-0.008, 1.653, 5.151], [-2.980, 0.111, 7.772], [-3.970, 0.850, 6.686], [2.462, 3.614, -5.773], [2.764, 2.290, -5.049], [2.091, 2.413, -3.674], [2.609, 4.143, -3.080], [3.975, 4.122, -2.558], [1.566, 4.924, -2.424], [2.748, 4.829, -4.811], [1.387, 3.672, -5.944], [2.759, 3.682, -6.819], [3.823, 2.051, -4.956], [2.283, 1.410, -5.477], [2.366, 1.566, -3.045], [1.014, 2.495, -3.816], [3.757, 5.242, -4.834], [2.021, 5.641, -4.795]], "s2": 0.75, "multiplicity": 2, "total_charge": 1, "homo_ev": [-9.11, -9.11], "homo_lumo_gap_ev": [6.6, 2.4], "e_tot_ev": -131141.9867}


{"formula": "C39H32AsCdN7O2S", "method": "wB97M-V/def2-TZVPD", "symbols": ["Cd", "C", "C", "N", "C", "C", "N", "C", "C", "C", "C", "C", "N", "C", "C", "N", "C", "C", "N", "C", "C", "C", "N", "C", "C", "H", "H", "H", "H", "H", "H", "H", "H", "H", "H", "H", "H", "N", "C", "C", "C", "O", "O", "H", "H", "H", "H", "H", "H", "S", "C", "C", "C", "C", "C", "C", "As", "C", "C", "C", "C", "C", "C", "C", "C", "C", "C", "C", "C", "H", "H", "H", "H", "H", "H", "H", "H", "H", "H", "H", "H", "H", "H"], "xyz": [[1.066, -1.928, -0.212], [4.706, 0.454, -2.036], [3.975, -0.727, -2.072], [2.654, -0.727, -2.167], [2.055, 0.461, -2.223], [2.788, 1.639, -2.134], [4.113, 1.640, -2.050], [0.576, 0.460, -2.378], [-0.068, 1.508, -3.014], [-1.450, 1.472, -3.160], [-2.120, 0.357, -2.682], [-1.407, -0.656, -2.049], [-0.087, -0.595, -1.893], [-2.088, -1.866, -1.517], [-3.431, -1.861, -1.170], [-4.044, -2.940, -0.693], [-3.298, -4.026, -0.559], [-1.950, -4.040, -0.903], [-1.342, -2.964, -1.378], [-2.180, 2.581, -3.819], [-3.405, 3.020, -3.333], [-4.044, 4.069, -3.975], [-3.553, 4.689, -5.045], [-2.380, 4.262, -5.507], [-1.659, 3.226, -4.934], [5.786, 0.436, -1.972], [4.473, -1.686, -2.003], [2.297, 2.605, -2.104], [0.500, 2.346, -3.393], [-3.185, 0.258, -2.838], [-4.031, -0.963, -1.249], [-3.769, -4.912, -0.155], [-1.362, -4.935, -0.763], [-3.848, 2.574, -2.452], [-4.996, 4.433, -3.606], [-1.996, 4.772, -6.382], [-0.719, 2.916, -5.371], [2.026, -3.968, -1.001], [1.697, -5.181, -0.215], [1.468, -4.855, 1.259], [0.080, -4.240, 1.473], [-0.860, -4.994, 1.705], [-0.021, -2.962, 1.339], [1.943, -4.146, -1.995], [2.995, -3.720, -0.818], [2.497, -5.920, -0.316], [0.794, -5.625, -0.639], [2.253, -4.181, 1.611], [1.507, -5.784, 1.826], [3.301, -1.459, 0.993], [2.930, -0.671, 2.530], [3.789, -0.913, 3.610], [3.617, -0.276, 4.825], [2.579, 0.629, 5.008], [1.714, 0.874, 3.956], [1.874, 0.231, 2.730], [0.619, 0.578, 1.300], [0.524, 2.524, 1.411], [1.650, 3.220, 0.969], [1.675, 4.605, 0.985], [0.568, 5.313, 1.438], [-0.552, 4.627, 1.881], [-0.577, 3.236, 1.870], [-1.077, 0.059, 2.109], [-2.243, 0.371, 1.414], [-3.479, -0.047, 1.884], [-3.556, -0.807, 3.043], [-2.397, -1.138, 3.727], [-1.161, -0.705, 3.265], [4.602, -1.613, 3.473], [4.301, -0.487, 5.638], [2.446, 1.135, 5.955], [0.898, 1.577, 4.085], [2.523, 2.672, 0.627], [2.558, 5.133, 0.649], [0.583, 6.395, 1.452], [-1.413, 5.173, 2.246], [-1.453, 2.713, 2.230], [-2.187, 0.957, 0.500], [-4.382, 0.206, 1.342], [-4.517, -1.151, 3.402], [-2.450, -1.749, 4.618], [-0.261, -0.992, 3.793]], "multiplicity": 1, "relative_energy_kj_mol": 7.0, "total_charge": 0, "homo_ev": -7.28, "homo_lumo_gap_ev": 6.3, "e_tot_ev": -131728.0517}


- Which formula does entry 2 have?
  FSn


- What is the formula in the first record?
  C26H34FN5O5RuS3